Formula: C44H60ClN6O4S3ScSi2
Source: the Open Molecules 2025 dataset
Level of theory: ωB97M-V/def2-TZVPD

- gap between HOMO and LUMO (eV) = 5.99
- total energy (eV) = -145229.9294
- charge = -2

Each line ends with the Mulliken charge.
CARTESIAN COORDINATES (ANGSTROEM)
Sc (-1.5883, -1.5601, -0.8444)  -1.025
N (-5.9986, -2.9172, -0.0731)  -0.472
C (-4.9103, -2.3998, -0.7212)  0.404
S (-3.8410, -3.4729, -1.5052)  -0.520
N (-4.8722, -1.0760, -0.6717)  -1.509
N (-3.7201, -0.5495, -1.1570)  1.713
C (-3.7347, 0.7059, -1.4223)  0.006
C (-4.9482, 1.5468, -1.2243)  -1.356
C (-5.6618, 2.0488, -2.3044)  0.407
C (-6.7979, 2.8255, -2.1006)  -0.831
C (-7.2217, 3.1068, -0.8110)  -0.356
C (-6.5070, 2.6068, 0.2739)  -0.738
C (-5.3811, 1.8274, 0.0689)  -0.043
C (-2.4947, 1.3241, -1.9437)  0.509
C (-2.4624, 2.6339, -2.3950)  -0.580
C (-1.3032, 3.1134, -2.9911)  -0.997
C (-0.2091, 2.2856, -3.0978)  -0.790
C (-0.2979, 1.0121, -2.5507)  -0.590
N (-1.4084, 0.5373, -2.0057)  1.666
H (-6.2216, -3.8810, -0.2356)  0.216
H (-6.7098, -2.2722, 0.2240)  0.225
H (-5.3302, 1.8202, -3.3110)  0.456
H (-7.3499, 3.2071, -2.9512)  0.375
H (-8.1059, 3.7115, -0.6484)  0.366
H (-6.8353, 2.8202, 1.2839)  0.385
H (-4.8186, 1.4227, 0.9019)  0.499
H (-3.3322, 3.2646, -2.2861)  0.523
H (-1.2607, 4.1350, -3.3489)  0.394
H (0.7261, 2.6163, -3.5259)  0.386
H (0.5493, 0.3410, -2.5699)  0.313
C (2.0803, -1.3914, 0.2482)  -0.839
C (1.8453, -1.9340, -1.1273)  -0.059
C (2.8510, -2.4417, -1.9296)  -0.734
C (2.4996, -2.9207, -3.1974)  -0.928
C (1.2035, -2.8728, -3.6465)  -0.807
C (0.2054, -2.3087, -2.8021)  0.727
N (0.5847, -1.8798, -1.5647)  1.065
N (-1.0987, -2.1323, -3.0373)  0.681
Si (-1.9181, -2.2905, -4.5354)  -0.316
C (-2.3211, -4.0658, -4.9593)  -1.011
C (-3.4984, -1.3044, -4.4928)  -0.609
C (-0.9178, -1.5719, -5.9618)  -1.140
H (1.9972, -0.2999, 0.2357)  -0.096
H (3.0654, -1.6689, 0.6241)  0.510
H (1.3081, -1.7607, 0.9267)  0.196
H (3.8699, -2.4743, -1.5695)  0.539
H (3.2656, -3.3514, -3.8346)  0.395
H (0.9275, -3.2639, -4.6154)  0.370
H (-2.9038, -4.5013, -4.1441)  0.236
H (-1.4154, -4.6652, -5.0892)  0.280
H (-2.9116, -4.1299, -5.8792)  0.322
H (-4.1565, -1.6767, -3.7049)  0.071
H (-4.0238, -1.3689, -5.4512)  0.547
H (-3.2793, -0.2512, -4.2892)  0.009
H (-0.0727, -2.1902, -6.2703)  0.323
H (-0.5257, -0.5878, -5.6862)  0.276
H (-1.5751, -1.4436, -6.8282)  0.385
C (-1.3380, -5.4342, 8.0903)  -0.967
C (-1.7001, -6.6811, 7.3281)  0.682
O (-0.9691, -7.6204, 7.2108)  -0.532
S (-3.3694, -6.6466, 6.5465)  -0.196
C (-2.8523, -5.9255, 5.0003)  -0.192
C (-3.1879, -4.5999, 4.7248)  -0.386
C (-2.7905, -4.0109, 3.5382)  -0.498
C (-2.0328, -4.7275, 2.5993)  0.278
C (-1.7083, -6.0592, 2.8900)  -0.569
C (-2.1158, -6.6551, 4.0720)  -0.250
C (-1.6243, -4.0811, 1.3989)  0.293
C (-1.3350, -3.3808, 0.4414)  -0.497
H (-0.3568, -5.5375, 8.5483)  0.321
H (-2.1019, -5.2346, 8.8429)  0.304
H (-1.3465, -4.5930, 7.3940)  0.276
H (-3.7627, -4.0348, 5.4481)  0.439
H (-3.0422, -2.9821, 3.3126)  0.536
H (-1.1327, -6.6225, 2.1673)  0.464
H (-1.8594, -7.6855, 4.2846)  0.425
Cl (-1.8787, -0.3227, 1.2381)  -0.497
C (6.0242, 2.7997, -0.0232)  -1.333
C (5.1835, 1.9060, -0.9350)  1.937
C (5.4382, 0.4353, -0.6143)  -1.299
C (5.5238, 2.1921, -2.3931)  -1.904
O (3.7965, 2.1506, -0.8038)  0.229
Si (2.8561, 2.5962, 0.5111)  -1.281
S (0.8967, 2.3795, 0.1091)  -0.365
O (3.3845, 4.1241, 0.9819)  0.033
C (2.9706, 5.4021, 0.5296)  1.791
C (1.6527, 5.7720, 1.2020)  -1.577
C (2.8218, 5.4273, -0.9921)  -1.177
C (4.0697, 6.3706, 0.9564)  -1.822
O (3.5403, 1.6500, 1.7112)  0.846
C (3.2925, 1.5759, 3.1079)  1.682
C (1.8178, 1.7802, 3.4398)  -1.512
C (4.1481, 2.6297, 3.8093)  -1.552
C (3.7305, 0.1776, 3.5266)  -1.612
H (7.0877, 2.6217, -0.2093)  0.581
H (5.8056, 2.5939, 1.0254)  0.037
H (5.8004, 3.8518, -0.2080)  0.118
H (6.4999, 0.1879, -0.7183)  0.467
H (4.8583, -0.1940, -1.2930)  0.205
H (5.1174, 0.2257, 0.4068)  0.016
H (6.5819, 2.0021, -2.5959)  0.343
H (5.3004, 3.2356, -2.6266)  0.373
H (4.9177, 1.5585, -3.0431)  0.315
H (0.9013, 5.0182, 0.9613)  0.213
H (1.3078, 6.7539, 0.8625)  0.469
H (1.7859, 5.8018, 2.2869)  0.289
H (1.9965, 4.7817, -1.2990)  0.082
H (3.7371, 5.0567, -1.4603)  0.125
H (2.6366, 6.4496, -1.3370)  0.543
H (4.2651, 6.2556, 2.0243)  0.288
H (3.7759, 7.4058, 0.7595)  0.429
H (4.9945, 6.1608, 0.4139)  0.359
H (1.5048, 2.8057, 3.2329)  0.239
H (1.6515, 1.5661, 4.5005)  0.485
H (1.1872, 1.1288, 2.8343)  0.307
H (3.9339, 3.6138, 3.3908)  0.064
H (5.2100, 2.4168, 3.6575)  0.310
H (3.9414, 2.6408, 4.8837)  0.479
H (3.1043, -0.5694, 3.0360)  0.204
H (3.6470, 0.0494, 4.6096)  0.394
H (4.7687, 0.0106, 3.2297)  0.321

---

Formula: C44H61CsNO2P2SbSe2Si3Te
Source: the Open Molecules 2025 dataset
Level of theory: ωB97M-V/def2-TZVPD

- gap between HOMO and LUMO (eV) = 4.89
- total energy (eV) = -239488.3650
- charge = -2

Each line ends with the Mulliken charge.
CARTESIAN COORDINATES (ANGSTROEM)
Cs (0.4333, -0.7488, -0.1356)  1.623
Te (3.5525, 2.0583, 3.5399)  0.332
C (5.1689, 1.2887, 4.6741)  0.148
C (6.3691, 1.9790, 4.8064)  -0.555
C (7.3926, 1.4247, 5.5578)  -0.320
N (7.3036, 0.2544, 6.1853)  -0.687
C (6.1498, -0.4037, 6.0530)  -0.391
C (5.0737, 0.0594, 5.3170)  -0.212
C (2.9201, 0.0759, 2.8660)  -0.550
P (1.1337, 0.0330, 3.1872)  1.448
C (0.6543, -1.7134, 2.8481)  -0.796
C (1.4716, -2.7037, 2.3122)  0.987
C (0.9836, -3.9929, 2.1358)  -0.702
C (-0.3080, -4.3127, 2.5225)  -0.437
C (-1.1251, -3.3356, 3.0740)  -0.680
C (-0.6476, -2.0463, 3.2234)  -0.571
C (1.2546, -0.1855, 5.0293)  0.398
C (1.8158, -1.3417, 5.5726)  -0.757
C (1.9319, -1.4971, 6.9446)  -0.185
C (1.5025, -0.4899, 7.8004)  -0.571
C (0.9612, 0.6706, 7.2711)  -0.552
C (0.8336, 0.8176, 5.8948)  -0.413
P (3.2610, -0.1482, 1.1107)  -0.526
C (5.0969, -0.0257, 1.2206)  -0.123
C (5.7360, -1.1299, 1.7864)  -0.517
C (7.0992, -1.1226, 2.0326)  -0.680
C (7.8555, -0.0065, 1.7032)  -0.521
C (7.2358, 1.0936, 1.1316)  -0.617
C (5.8668, 1.0892, 0.8953)  0.006
C (2.8967, 1.3492, 0.1048)  0.782
C (1.9451, 2.2896, 0.4899)  0.564
C (1.6318, 3.3647, -0.3314)  -0.177
C (2.2505, 3.4978, -1.5637)  -0.600
C (3.1715, 2.5444, -1.9786)  -0.847
C (3.4850, 1.4762, -1.1548)  -1.056
H (6.5101, 2.9352, 4.3163)  0.326
H (8.3445, 1.9396, 5.6583)  0.342
H (6.0883, -1.3545, 6.5749)  0.372
H (4.1692, -0.5264, 5.2303)  0.489
H (2.4942, -2.4766, 2.0452)  0.323
H (1.6177, -4.7516, 1.6926)  0.409
H (-0.6847, -5.3177, 2.3811)  0.332
H (-2.1396, -3.5760, 3.3644)  0.314
H (-1.2851, -1.2718, 3.6395)  0.221
H (2.1719, -2.1180, 4.9075)  0.226
H (2.3652, -2.4047, 7.3499)  0.393
H (1.5896, -0.6121, 8.8736)  0.339
H (0.6369, 1.4653, 7.9332)  0.403
H (0.4068, 1.7248, 5.4818)  0.383
H (5.1397, -1.9956, 2.0531)  0.274
H (7.5755, -1.9824, 2.4892)  0.418
H (8.9205, 0.0087, 1.9033)  0.353
H (7.8187, 1.9742, 0.8846)  0.378
H (5.3990, 1.9591, 0.4557)  0.258
H (1.4362, 2.1823, 1.4430)  -0.209
H (0.9002, 4.0947, -0.0062)  0.301
H (2.0046, 4.3302, -2.2114)  0.369
H (3.6346, 2.6287, -2.9537)  0.366
H (4.1997, 0.7283, -1.4816)  0.553
O (-3.4326, -1.3485, -4.8897)  -0.533
C (-2.4634, -2.3276, -4.5847)  -1.387
C (-1.7403, -2.0896, -3.2407)  2.720
C (-0.4855, -2.9673, -3.2523)  -1.175
O (0.2383, -2.9746, -2.0277)  -0.304
C (-1.3212, -0.6245, -3.0720)  -0.264
Se (-0.7117, 0.3053, -4.7058)  -0.608
C (-2.7387, -2.5180, -2.1556)  -1.469
Se (-2.2480, -2.2822, -0.2629)  -0.754
H (-2.9133, -0.5290, -5.0509)  0.262
H (-1.7143, -2.3860, -5.3847)  0.415
H (-2.9866, -3.2887, -4.5360)  0.450
H (0.1895, -2.5836, -4.0224)  0.409
H (-0.7698, -3.9955, -3.5327)  0.290
H (-0.4438, -3.0418, -1.3198)  0.101
H (-0.4881, -0.5683, -2.3753)  -0.749
H (-2.1356, -0.0308, -2.6581)  -0.377
H (-2.9557, -3.5834, -2.2705)  0.442
H (-3.6716, -1.9731, -2.3064)  0.542
C (-3.1915, 5.0639, -2.6902)  -1.147
Si (-2.8363, 5.2372, -0.8388)  0.455
C (-1.3215, 6.3712, -0.6567)  -1.043
C (-4.2858, 6.2487, -0.1292)  -1.044
Sb (-2.1967, 2.9155, 0.0809)  -0.583
Si (-4.5858, 1.9247, -0.0847)  0.526
C (-5.9812, 3.1538, 0.3473)  -1.010
C (-4.7906, 0.4579, 1.0688)  -0.670
C (-4.8667, 1.4203, -1.8805)  -0.563
Si (-2.1894, 3.5831, 2.5739)  0.532
C (-2.4185, 2.0586, 3.6624)  -0.587
C (-0.4867, 4.3133, 2.9918)  -0.593
C (-3.4509, 4.8853, 3.1590)  -1.069
H (-3.2042, 6.0374, -3.1874)  0.389
H (-4.1614, 4.5896, -2.8579)  0.257
H (-2.4365, 4.4421, -3.1770)  0.378
H (-1.5050, 7.3490, -1.1096)  0.420
H (-0.4486, 5.9315, -1.1456)  0.195
H (-1.0699, 6.5309, 0.3952)  0.282
H (-4.3735, 7.1966, -0.6666)  0.402
H (-4.1425, 6.4720, 0.9293)  0.235
H (-5.2320, 5.7152, -0.2300)  0.247
H (-5.7483, 3.7372, 1.2409)  0.153
H (-6.9104, 2.6092, 0.5336)  0.405
H (-6.1607, 3.8502, -0.4748)  0.270
H (-4.7095, 0.7471, 2.1200)  0.280
H (-4.0290, -0.3015, 0.8697)  -0.095
H (-5.7653, -0.0144, 0.9177)  0.406
H (-4.7653, 2.2686, -2.5607)  0.147
H (-5.8619, 0.9893, -2.0156)  0.363
H (-4.1406, 0.6654, -2.1901)  -0.071
H (-1.7199, 1.2736, 3.3647)  -0.320
H (-3.4305, 1.6546, 3.5807)  0.421
H (-2.2287, 2.2918, 4.7137)  0.432
H (0.2821, 3.5358, 2.9852)  -0.148
H (-0.4892, 4.7670, 3.9864)  0.457
H (-0.1878, 5.0817, 2.2735)  0.213
H (-4.4547, 4.6710, 2.7855)  0.214
H (-3.1715, 5.8833, 2.8140)  0.279
H (-3.4951, 4.9075, 4.2509)  0.396

---

> The lowest total energy belongs to which entry?

C44H61CsNO2P2SbSe2Si3Te